{
  "formula": "C75H117F5N18O31P4",
  "method": "ωB97M-V/def2-TZVPD",
  "symbols": ["C", "C", "O", "C", "O", "O", "F", "H", "H", "H", "C", "C", "O", "C", "O", "O", "F", "H", "H", "H", "C", "C", "O", "C", "O", "O", "F", "H", "H", "H", "C", "C", "O", "C", "O", "O", "F", "H", "H", "H", "C", "C", "O", "C", "O", "O", "F", "H", "H", "H", "O", "P", "N", "C", "C", "N", "C", "C", "N", "C", "C", "H", "H", "H", "H", "H", "H", "H", "H", "H", "H", "H", "H", "H", "H", "H", "H", "H", "H", "O", "P", "N", "C", "C", "N", "C", "C", "N", "C", "C", "H", "H", "H", "H", "H", "H", "H", "H", "H", "H", "H", "H", "H", "H", "H", "H", "H", "H", "O", "P", "N", "C", "C", "N", "C", "C", "N", "C", "C", "H", "H", "H", "H", "H", "H", "H", "H", "H", "H", "H", "H", "H", "H", "H", "H", "H", "H", "O", "P", "N", "C", "C", "N", "C", "C", "N", "C", "C", "H", "H", "H", "H", "H", "H", "H", "H", "H", "H", "H", "H", "H", "H", "H", "H", "H", "H", "C", "C", "C", "C", "C", "C", "N", "O", "O", "H", "H", "H", "H", "H", "C", "C", "C", "C", "C", "C", "N", "O", "O", "H", "H", "H", "H", "H", "C", "C", "C", "C", "C", "C", "N", "O", "O", "H", "H", "H", "H", "H", "C", "C", "C", "C", "C", "C", "N", "O", "O", "H", "H", "H", "H", "H", "C", "C", "C", "C", "C", "C", "N", "O", "O", "H", "H", "H", "H", "H", "C", "C", "C", "C", "C", "C", "N", "O", "O", "H", "H", "H", "H", "H"],
  "coordinates": [[-7.90954, -0.52656, -4.28914], [-6.86033, 0.32251, -4.99417], [-5.64784, -0.27170, -4.51608], [-5.83729, -0.90485, -3.34476], [-4.99910, -1.37655, -2.60938], [-7.20708, -1.08691, -3.16072], [-6.97485, 1.56925, -4.47313], [-8.26981, -1.34001, -4.99881], [-8.79713, -0.03608, -3.91572], [-6.74862, 0.28428, -6.10321], [0.91357, -4.65329, -6.67796], [2.36395, -4.13915, -6.43570], [2.39086, -3.83691, -5.05536], [1.16871, -3.89119, -4.53479], [0.92076, -3.91320, -3.40727], [0.25423, -4.13344, -5.49905], [2.51086, -3.00626, -7.13020], [0.88009, -5.77360, -6.71165], [0.40564, -4.26086, -7.58493], [3.15253, -4.86204, -6.77945], [2.43502, -4.14416, -0.87536], [2.22969, -5.60788, -0.94903], [2.68249, -6.05506, 0.35300], [3.25169, -5.04877, 1.12008], [3.65318, -5.15522, 2.22313], [2.99010, -3.89545, 0.45098], [3.03506, -6.24961, -1.89306], [1.49690, -3.59342, -1.03201], [3.11572, -3.85709, -1.69770], [1.19131, -5.84989, -1.18946], [2.97644, 2.48708, -1.92536], [2.40144, 3.94059, -1.85144], [3.43596, 4.69499, -1.34375], [4.41765, 3.93239, -0.78517], [5.23931, 4.38307, -0.06377], [4.15166, 2.65508, -1.06798], [1.39637, 3.86418, -0.91945], [3.22056, 2.17448, -2.88027], [2.32228, 1.74905, -1.45704], [2.07844, 4.33917, -2.84076], [-1.61039, 0.22893, -4.28244], [-0.54027, -0.75979, -4.36974], [0.68346, -0.01398, -4.45955], [0.39103, 1.31120, -4.38066], [1.13797, 2.23047, -4.43374], [-0.97290, 1.43446, -4.37059], [-0.61870, -1.43555, -5.52242], [-2.30765, 0.19325, -3.43246], [-2.18238, 0.01694, -5.18861], [-0.59637, -1.50998, -3.58505], [-2.71193, 8.45562, -3.72136], [-1.66994, 7.72787, -2.99252], [-2.27021, 6.27286, -2.48779], [-1.73337, 5.38987, -1.51182], [-3.45153, 5.69805, -3.08537], [-1.00001, 8.48054, -1.68546], [0.26434, 9.24169, -1.73243], [-1.88816, 8.64658, -0.50328], [-0.29373, 7.43994, -3.93268], [0.70635, 6.46069, -3.44537], [-0.30189, 7.72622, -5.36299], [-2.50770, 5.22112, -0.69022], [-0.82136, 5.73446, -1.06413], [-1.44850, 4.45581, -1.97735], [-3.24024, 5.04081, -3.89563], [-4.11216, 6.41882, -3.46132], [-4.01401, 5.08744, -2.31751], [1.07897, 8.75416, -1.24768], [0.44377, 9.40731, -2.76769], [0.05238, 10.20759, -1.29299], [-2.82190, 8.17026, -0.79579], [-1.45539, 8.16934, 0.35935], [-2.04666, 9.70287, -0.25827], [0.38292, 5.49546, -3.82094], [1.70501, 6.54649, -3.93286], [0.69890, 6.51922, -2.34892], [-0.92126, 8.57651, -5.49982], [-0.78665, 7.05706, -6.01775], [0.62000, 7.88939, -5.89173], [8.29366, -1.43697, -2.78489], [7.29674, -1.57822, -1.67442], [7.31862, -3.07585, -1.08247], [8.30452, -4.07958, -1.38204], [6.46600, -3.46610, -0.00342], [5.74085, -1.45253, -2.26032], [5.50757, -2.15372, -3.51009], [4.61273, -1.10585, -1.43936], [7.34400, -0.59061, -0.34043], [8.54823, -0.84740, 0.48503], [7.27177, 0.79924, -0.61526], [8.77314, -3.84005, -2.32523], [7.72871, -4.98260, -1.31287], [9.09549, -4.03521, -0.60903], [5.94397, -4.43691, -0.22239], [5.70952, -2.68086, 0.23748], [7.06101, -3.54272, 0.93501], [6.32322, -2.81170, -3.74247], [4.65390, -2.80521, -3.45771], [5.45463, -1.48390, -4.33833], [3.77553, -0.50710, -1.87659], [4.19393, -2.08171, -1.15530], [4.87837, -0.60384, -0.52263], [8.66320, -1.92250, 0.50617], [9.46919, -0.25881, 0.37903], [8.27668, -0.49372, 1.50755], [8.06830, 1.16459, -1.31364], [7.38526, 1.46121, 0.23516], [6.32388, 1.17701, -1.01829], [0.78594, 2.76710, 4.72849], [0.81859, 4.19564, 4.38163], [-0.59309, 4.97648, 4.40586], [-1.19751, 5.30483, 5.76147], [-1.51335, 4.33449, 3.53601], [1.51275, 4.53141, 2.89549], [2.58121, 3.61720, 2.50762], [1.08573, 5.48548, 1.95812], [1.80555, 4.96320, 5.46479], [1.96260, 4.28285, 6.76289], [2.13563, 6.37884, 5.33534], [-2.04794, 5.99270, 5.53065], [-0.46083, 5.80999, 6.34529], [-1.52727, 4.40802, 6.28750], [-2.13217, 3.56227, 3.98588], [-0.80633, 3.85628, 2.84710], [-2.16355, 5.08365, 3.04157], [2.77542, 2.92145, 3.33884], [2.33266, 3.03723, 1.65666], [3.48927, 4.18313, 2.24899], [0.41442, 6.26317, 2.37273], [1.90397, 6.03879, 1.42541], [0.44850, 5.00442, 1.17676], [2.92850, 4.55157, 7.18495], [1.25442, 4.69546, 7.54042], [1.75171, 3.22787, 6.61369], [3.24199, 6.40194, 5.20504], [1.83013, 6.92982, 6.21031], [1.60014, 6.84620, 4.53630], [-0.18159, 0.15279, -1.82025], [-0.70238, -0.22182, -0.47461], [0.28471, 0.35890, 0.80493], [1.69226, 0.06338, 0.92048], [-0.19355, 1.43611, 1.68767], [-0.86850, -1.81993, -0.33408], [-1.67286, -2.39025, -1.40337], [-0.79892, -2.60931, 0.90162], [-2.12893, 0.50653, -0.30361], [-2.41194, 1.75739, -1.02231], [-3.07950, 0.11720, 0.67499], [1.99195, -0.86777, 0.45365], [1.95394, -0.09871, 1.99532], [2.35890, 0.86849, 0.49115], [0.12738, 1.38861, 2.72955], [-1.25718, 1.35065, 1.58828], [0.14544, 2.36501, 1.27511], [-1.04390, -3.07342, -1.95537], [-2.48110, -2.97835, -1.01268], [-2.12596, -1.68626, -2.09797], [-0.46321, -1.90597, 1.68919], [-1.74887, -3.02066, 1.06504], [-0.17876, -3.44019, 0.83193], [-3.27653, 2.21491, -0.49527], [-1.54504, 2.39865, -0.94398], [-2.72222, 1.52696, -2.07089], [-3.97913, -0.24002, 0.10502], [-3.42445, 0.88177, 1.39089], [-2.62081, -0.69767, 1.24811], [-4.79358, 0.95226, 3.74023], [-4.97502, -0.35303, 3.65294], [-6.09905, -0.84559, 2.95111], [-6.99721, 0.09359, 2.40663], [-6.85371, 1.44902, 2.47704], [-5.72474, 1.86420, 3.18273], [-8.28384, -0.43769, 1.73851], [-8.37856, -1.63960, 1.69744], [-9.11344, 0.33342, 1.29762], [-3.92797, 1.45499, 4.16411], [-4.33836, -0.98881, 4.19429], [-6.26806, -1.91242, 2.96723], [-7.65924, 2.10710, 2.16476], [-5.52293, 2.95011, 3.27704], [-4.31113, -4.37207, 2.88556], [-4.79730, -5.66286, 2.70389], [-5.28689, -6.01232, 1.46197], [-5.24706, -5.01977, 0.46321], [-4.71398, -3.74600, 0.63106], [-4.18563, -3.40926, 1.88336], [-5.88386, -5.37159, -0.83778], [-6.25516, -4.45173, -1.52101], [-6.01232, -6.57032, -1.05448], [-3.81948, -4.19963, 3.82330], [-4.79770, -6.41007, 3.41615], [-5.66686, -7.03210, 1.31533], [-4.88156, -3.00958, -0.19928], [-3.67078, -2.49801, 2.07724], [-3.22382, -9.50343, 2.89852], [-3.14099, -9.08791, 1.62952], [-2.41190, -7.97986, 1.28931], [-1.71649, -7.38824, 2.29822], [-1.72169, -7.80805, 3.64614], [-2.48672, -8.89885, 3.97620], [-0.88674, -6.16408, 1.96435], [-0.63384, -5.35516, 2.87865], [-0.51164, -6.09828, 0.81853], [-3.78713, -10.35362, 3.05400], [-3.65701, -9.69042, 0.88966], [-2.38939, -7.56126, 0.30170], [-1.10996, -7.18510, 4.29504], [-2.43900, -9.23666, 5.04754], [5.80258, 3.61553, 3.27559], [5.99274, 2.56398, 2.43367], [5.86818, 1.25476, 2.91733], [5.67510, 1.05789, 4.27967], [5.51829, 2.06757, 5.12242], [5.56150, 3.38500, 4.61198], [5.59426, -0.32894, 4.77825], [5.14394, -0.53469, 5.88526], [6.03262, -1.22540, 4.07289], [5.92026, 4.59529, 2.89914], [6.31018, 2.67989, 1.37235], [6.01980, 0.44318, 2.24230], [5.34864, 1.91412, 6.14619], [5.48398, 4.25336, 5.27734], [2.48135, -1.98619, 4.81249], [1.65735, -3.00337, 4.38979], [0.29156, -2.86377, 4.44712], [-0.18697, -1.52533, 4.61713], [0.63529, -0.37069, 4.66339], [2.00214, -0.62854, 4.81255], [-1.66986, -1.39026, 4.61704], [-2.08576, -0.29235, 4.57963], [-2.29922, -2.42759, 4.62081], [3.56117, -2.18170, 4.94256], [2.04981, -3.91907, 4.03508], [-0.41482, -3.70514, 4.27566], [0.35875, 0.68576, 4.62411], [2.74349, 0.11554, 4.77179], [-3.57726, -5.47566, -3.60529], [-4.82021, -5.47716, -4.24317], [-5.16820, -4.51541, -5.12446], [-4.18178, -3.58860, -5.47329], [-2.99862, -3.52216, -4.77321], [-2.70627, -4.47794, -3.81666], [-4.52698, -2.55288, -6.43241], [-5.70956, -2.48219, -6.76871], [-3.62949, -1.84357, -6.84881], [-3.41677, -6.21563, -2.85577], [-5.54340, -6.14696, -3.90777], [-6.10857, -4.51244, -5.62710], [-2.19463, -2.79612, -4.99209], [-1.85251, -4.52737, -3.25157]],
  "forces_ev_per_angstrom": [[-0.332, -1.983, -1.086], [0.337, -1.044, 0.539], [0.493, 0.695, 0.034], [-1.071, -1.752, 0.995], [-1.092, 1.246, -1.320], [1.258, 0.502, -0.476], [0.447, 0.624, -0.507], [0.616, 0.641, 1.004], [0.123, 0.576, -0.029], [-0.524, 0.398, 0.909], [0.137, -0.191, 0.433], [-0.884, -1.107, -0.833], [1.483, -0.239, -0.811], [-0.398, -1.507, -3.441], [-0.703, 0.794, 3.772], [-0.184, -0.533, -0.598], [0.525, 1.042, -0.416], [-0.103, 0.919, 0.331], [0.639, -0.016, 0.677], [-0.527, 0.732, 0.920], [0.540, 1.119, -0.153], [0.833, -1.217, 1.124], [-0.125, -0.645, -0.514], [-2.675, 0.285, -1.838], [0.570, -0.145, -0.099], [0.535, 0.503, -0.627], [-0.503, 0.660, 0.541], [0.394, -0.024, 0.472], [-0.035, 0.137, 0.674], [0.292, -0.579, 0.472], [-0.149, 1.826, 2.343], [0.267, -2.046, -1.048], [0.059, 1.146, -0.219], [-1.899, -0.328, 0.142], [0.773, -0.198, -0.118], [0.610, -0.919, -0.257], [-0.464, 0.755, -0.126], [0.869, -0.486, -1.880], [-0.067, 0.268, -0.045], [-0.179, -0.185, 1.095], [-2.031, -0.337, -0.549], [1.639, -0.736, 1.239], [-0.348, 0.038, 0.749], [-1.765, -0.982, -0.470], [0.408, -0.067, 0.323], [1.224, 2.544, 0.139], [-0.013, -0.856, -1.694], [0.652, -0.218, -0.099], [-0.441, 0.507, -0.071], [0.900, 0.248, 0.226], [-0.321, 0.256, -0.468], [1.190, -0.091, -0.796], [-0.469, 0.310, 0.295], [-0.392, -0.379, 1.222], [-0.545, -0.948, 1.267], [-0.075, -0.336, 1.144], [-2.145, 0.078, -0.124], [0.665, 0.087, -1.287], [0.994, 0.025, -0.293], [-0.831, 0.302, -1.005], [-0.618, 0.540, 0.423], [0.981, -0.062, -0.827], [0.346, 0.556, 0.359], [-0.195, -0.611, -0.018], [0.469, -0.790, -0.732], [-0.807, 1.288, -0.410], [0.574, 0.657, -0.614], [0.648, -0.402, 0.426], [0.705, 0.132, -0.703], [0.245, 0.297, 0.318], [-0.212, 0.129, 0.500], [0.090, -0.355, 0.480], [-0.075, -0.097, -0.234], [-0.164, -0.730, 0.490], [-0.504, 0.757, 0.667], [0.528, -0.287, -0.396], [-0.320, 1.203, -0.063], [-0.807, -1.857, -0.323], [1.061, 0.292, 0.702], [-0.590, 0.094, 1.310], [-0.104, 0.066, -2.818], [0.163, -1.000, 0.474], [0.587, 1.143, 0.746], [-0.929, 0.356, 1.240], [0.547, 1.682, 0.009], [0.329, -0.069, 0.530], [-1.281, -0.933, -0.006], [1.297, 0.215, 0.297], [-1.201, 0.297, 2.067], [-0.030, 2.776, -1.418], [-0.048, -0.393, -0.373], [0.462, -1.000, -0.430], [-0.118, -0.520, -0.161], [0.445, 0.748, 0.262], [0.485, -0.741, -0.380], [-0.352, -0.411, -0.336], [0.674, -0.284, 0.079], [-0.792, -0.064, 0.101], [-0.444, 0.579, -0.664], [0.855, -0.329, -0.339], [-0.625, 0.371, 0.321], [0.404, 0.141, 0.183], [0.677, -0.052, 0.200], [-0.149, -0.330, -1.360], [-0.098, -0.636, -0.314], [-0.443, -0.453, 0.265], [0.277, -0.511, 0.767], [-0.030, -0.695, -0.239], [-0.226, -0.929, -0.231], [2.775, 0.597, 0.195], [-1.557, 1.255, 2.403], [-0.155, 0.287, -2.061], [-0.311, 0.165, -1.552], [-0.054, -0.987, 1.428], [0.566, 0.686, 0.835], [-1.275, 1.307, -1.941], [-0.690, -0.614, 0.580], [-0.709, 1.727, 0.491], [1.118, -1.244, 0.502], [0.571, -0.602, 0.477], [0.368, 0.428, 0.445], [-0.127, -0.042, -0.104], [-0.008, -0.166, 0.307], [-1.185, -0.219, -0.850], [0.262, -0.486, -0.015], [0.130, 0.329, -0.335], [-0.489, -0.661, -1.017], [-0.215, -0.133, 0.235], [0.492, -0.432, 0.233], [-0.345, -0.670, 0.566], [0.496, 0.290, 0.051], [0.424, -0.556, -0.148], [0.241, -0.398, -0.676], [0.455, 0.045, 0.250], [-0.698, 0.717, -0.013], [0.113, 0.193, 0.637], [-0.035, 0.060, -0.848], [0.212, -0.122, 0.279], [2.724, 2.079, -0.052], [-0.731, -1.018, -0.125], [0.954, 0.266, 0.497], [0.069, -0.911, -0.971], [-0.270, -0.673, 0.493], [0.487, -0.710, -0.257], [0.170, 2.686, -0.281], [-0.583, 1.326, -0.095], [-0.958, -0.748, 0.114], [-1.369, -1.190, -0.132], [-0.246, -0.226, -0.437], [-0.115, 0.394, -0.637], [-0.592, -0.574, 0.498], [0.062, -0.389, -0.201], [-0.554, 0.629, 0.584], [0.100, 0.977, -0.123], [0.157, -0.229, -0.455], [-0.591, -0.282, 0.458], [0.161, 0.324, 0.213], [-0.217, -0.758, -0.111], [-1.572, -0.348, 0.759], [1.649, -1.306, -0.262], [0.552, -0.008, -0.431], [0.053, 0.350, -0.430], [0.426, 0.594, 0.761], [0.339, -0.026, 0.906], [0.421, 0.053, -0.330], [-0.525, -0.002, 0.087], [-0.194, 4.706, -0.635], [-1.923, -2.295, -0.861], [-0.109, 0.967, 0.465], [-0.823, -2.036, -0.467], [0.572, 0.456, 1.182], [0.356, 0.791, -0.306], [0.950, 0.081, 0.340], [-0.136, -0.437, -0.049], [0.520, 0.206, 0.293], [-0.004, -0.635, 0.363], [0.742, -1.030, 0.221], [-0.324, 0.117, -0.381], [0.358, -0.057, -0.233], [-0.182, -0.807, 0.019], [1.306, -0.194, 0.523], [-0.360, 1.558, -2.204], [0.084, 0.292, -0.488], [-0.259, -0.742, 0.235], [-0.828, 0.681, -0.592], [-0.858, -1.780, -0.374], [0.344, -0.138, 1.320], [-0.149, -0.244, -0.646], [-0.087, 0.577, -0.619], [-0.045, 0.452, 0.457], [0.142, -1.055, 1.805], [0.109, 0.728, -0.339], [0.572, -0.776, 0.796], [0.003, 0.591, 0.096], [1.637, 0.608, 2.970], [-0.638, -0.339, -1.605], [0.528, 0.673, -0.272], [0.687, 1.162, 1.065], [0.292, 0.958, -1.212], [-0.239, -0.298, 0.001], [-0.373, -0.323, 1.587], [-0.332, -1.348, -1.830], [0.208, 0.691, -0.046], [-1.119, -1.671, 0.727], [-0.058, 0.361, -0.155], [0.086, -0.048, -0.304], [-0.229, -0.488, 0.305], [-0.503, 0.038, -1.426], [0.239, 0.063, 0.768], [0.440, -2.104, -1.459], [0.532, 0.980, -0.177], [-0.163, -2.103, -2.135], [-0.351, 3.338, 0.552], [0.105, -0.076, 0.832], [0.694, -0.874, -0.080], [-0.242, 0.498, 0.260], [-0.218, 0.538, -0.190], [-0.029, 1.002, -0.249], [-0.672, 0.211, 1.056], [0.009, -0.592, -0.182], [-0.166, -0.289, 1.198], [-0.129, -0.549, -0.112], [0.664, 1.903, -0.944], [-0.280, -0.258, 0.766], [-1.287, 1.817, -0.286], [0.258, -0.914, -0.197], [0.586, -0.990, 0.328], [-0.616, -2.907, -0.166], [3.251, -2.067, -0.163], [-1.840, 2.694, 0.013], [-1.139, -0.077, 0.065], [-0.709, 0.215, -0.211], [0.574, -0.979, 0.161], [0.761, 1.032, 0.173], [-0.535, -0.562, 0.133], [0.512, 1.192, 0.463], [-2.069, -0.746, 0.110], [0.764, 0.054, 0.866], [0.752, 0.551, -1.164], [-0.441, 0.065, 0.983], [1.621, 0.864, -0.569], [-0.927, 0.206, -1.159], [-0.238, 0.114, -0.460], [0.818, 0.315, 0.051], [-0.506, -0.040, 0.059], [0.312, -0.521, 0.398], [-1.074, -1.279, 0.283], [-0.483, 0.104, -0.091], [-0.993, -0.289, -0.123], [2.248, 0.523, 0.868]],
  "lowdin_charge": [-0.057, -0.275, 0.096, -0.498, 0.133, 0.055, 0.073, 0.155, 0.134, 0.182, -0.017, -0.297, 0.148, -0.589, 0.199, 0.042, 0.083, 0.145, 0.151, 0.183, -0.075, -0.272, 0.098, -0.531, 0.182, 0.041, 0.034, 0.119, 0.124, 0.153, -0.001, -0.291, 0.123, -0.554, 0.166, 0.052, 0.040, 0.101, 0.113, 0.149, -0.136, -0.345, 0.138, -0.518, 0.164, 0.076, 0.063, 0.115, 0.144, 0.126, -0.272, 0.483, -0.298, -0.146, -0.099, -0.291, -0.078, -0.083, -0.293, -0.106, -0.113, 0.108, 0.048, 0.070, 0.074, 0.055, 0.100, 0.067, 0.067, 0.079, 0.073, 0.063, 0.083, 0.073, 0.099, 0.064, 0.058, 0.061, 0.077, -0.288, 0.487, -0.345, -0.087, -0.110, -0.277, -0.087, -0.119, -0.282, -0.083, -0.153, 0.077, 0.075, 0.088, 0.101, 0.077, 0.098, 0.069, 0.065, 0.079, 0.096, 0.050, 0.063, 0.060, 0.094, 0.085, 0.109, 0.058, 0.073, -0.276, 0.462, -0.293, -0.042, -0.136, -0.280, -0.073, -0.146, -0.305, -0.100, -0.091, 0.100, 0.046, 0.088, 0.083, 0.048, 0.101, 0.085, 0.048, 0.079, 0.080, 0.105, 0.068, 0.072, 0.084, 0.065, 0.092, 0.073, 0.061, -0.239, 0.514, -0.253, -0.100, -0.074, -0.250, -0.087, -0.057, -0.320, -0.053, -0.112, 0.068, 0.086, 0.077, 0.059, 0.054, 0.059, 0.057, 0.072, 0.071, 0.092, 0.040, 0.040, 0.096, 0.065, 0.083, 0.107, 0.077, 0.069, -0.111, -0.093, 0.028, -0.117, -0.020, -0.055, -0.346, 0.072, 0.068, 0.099, 0.072, 0.106, 0.122, 0.113, -0.053, -0.060, -0.004, -0.126, 0.006, -0.075, -0.347, 0.097, 0.052, 0.092, 0.086, 0.125, 0.129, 0.070, -0.068, -0.092, -0.017, -0.131, -0.014, -0.032, -0.287, 0.048, 0.084, 0.084, 0.124, 0.122, 0.120, 0.129, -0.103, -0.063, 0.024, -0.171, -0.008, -0.040, -0.338, 0.070, 0.075, 0.106, 0.095, 0.098, 0.111, 0.113, -0.031, -0.073, -0.002, -0.112, -0.007, -0.042, -0.361, 0.097, 0.048, 0.100, 0.090, 0.100, 0.070, 0.074, -0.054, -0.063, 0.008, -0.139, 0.026, -0.071, -0.336, 0.052, 0.089, 0.105, 0.089, 0.118, 0.110, 0.068],
  "total_energy_ha": -8110.47894,
  "charge": 0,
  "e_lumo_ev": -0.92,
  "homo_ev": -8.159,
  "gap_ev": 7.2,
  "molar_mass_da": 1985.742
}